No. 1
Computed, not measured: a molecular structure, C38H67InN10O5S, with ωB97M-V/def2-TZVPD.

The spin multiplicity is 1. As for the HOMO energy: -0.4558 hartree. The value obtained for the total energy is -81633.7335 eV. As for the total charge: +2. The energy above the lowest of the compared OMol25 structures with the same formula, charge and spin is 0.0 kcal/mol.

Last column: Mulliken charge in e.
Positions of all 122 atoms, in Å:
O  4.57107  0.48689  -1.94633  -0.341
H  -3.08222  -0.61877  0.88916  0.350
O  1.40568  -0.06238  3.49892  -0.694
C  -3.70311  2.38754  -4.26069  -0.020
H  0.84395  -1.77554  -4.10056  0.335
H  7.35779  -3.07296  -1.51336  0.423
H  -1.34962  -3.42079  3.01464  -0.001
H  0.26886  4.60575  2.86384  0.525
H  -0.25453  0.51178  4.86115  0.046
C  -1.17407  4.06921  0.03530  -0.909
C  1.47509  -3.62884  3.31402  -1.130
H  -0.31536  3.34517  -5.00551  0.452
H  4.29730  3.19170  0.88482  0.428
C  0.98212  0.08811  -5.17686  -0.755
H  3.24313  2.27292  -1.39930  -0.083
C  0.51672  -3.44331  1.07830  -0.246
H  1.24219  -0.49537  -6.06238  0.485
H  6.75188  -0.92110  -2.53887  0.402
O  2.65942  -0.48248  1.25404  -0.595
H  -1.22346  -5.71322  0.25955  0.295
N  0.61269  2.26742  1.63474  0.490
H  3.14208  3.08661  2.21799  0.334
H  1.16389  2.73340  -4.27437  0.374
C  0.19296  1.32834  -5.60210  -0.482
H  0.34088  -3.72800  -2.06372  0.787
N  0.27596  4.10009  0.14899  0.692
H  -1.63067  4.78719  0.71915  0.355
H  -0.40618  2.20181  -3.67600  0.024
C  0.80339  -5.67788  2.11761  -0.669
H  3.85798  -2.88062  0.94252  0.587
H  -4.00481  -1.28136  4.45801  0.398
N  0.05068  -0.29485  -2.89873  1.442
H  -5.74831  1.84414  -4.73412  0.326
H  0.86068  -3.86726  4.18565  0.427
H  -0.82409  1.03500  -5.88665  0.224
In  0.54819  0.09764  1.13312  2.323
H  -3.09709  -1.60469  5.95447  0.419
H  -4.57162  0.64174  -5.25432  0.303
H  0.61810  -7.28850  0.71087  0.387
C  4.13689  -1.26214  -0.42087  -0.348
H  1.52721  -2.55358  3.19582  0.169
C  4.95028  -0.70746  -1.40081  0.969
H  1.78893  0.79294  3.73269  0.245
C  0.82597  -6.21967  0.70641  -0.744
H  1.92804  0.39274  -4.71901  0.187
C  -3.53280  0.47587  -2.56948  -0.901
H  0.88239  -0.19523  -2.32515  -0.474
H  2.47975  -4.02068  3.48467  0.396
C  -3.29803  -0.87091  5.17217  -1.398
H  3.57135  1.63549  1.29523  0.099
H  2.17452  -0.60079  3.27054  0.249
H  -3.62981  3.75290  4.40123  0.503
C  0.25846  -0.86185  -4.22760  -0.920
H  -4.75508  2.20435  -2.38778  0.614
H  -3.07712  -3.64296  2.68931  0.390
H  -2.55303  -2.98765  4.23077  0.369
H  1.80591  3.25575  -1.72005  0.298
C  6.11416  -1.36220  -1.78286  -1.030
C  -2.61540  2.14523  3.42557  -0.859
C  2.87328  -0.62695  0.01260  0.598
C  -0.21701  -5.48047  -0.10341  -0.684
O  0.66016  -2.19429  1.13907  -0.647
N  -1.30503  0.33994  2.40477  0.538
H  0.13033  -2.25760  -1.10233  0.040
H  -4.26687  -0.12078  -3.11099  0.663
H  -3.54014  -2.33489  0.95250  0.581
C  -4.74667  1.71395  -5.14501  -1.436
C  -3.77014  1.96358  -2.79524  0.423
H  5.90916  -4.08058  0.22915  0.463
C  0.15113  2.45938  -4.57625  -0.925
H  -3.83503  3.46944  -4.30808  0.490
H  -1.01254  -0.22967  6.27262  0.437
H  1.81197  -6.06583  0.26380  0.296
H  0.82185  5.45824  -1.38102  0.338
N  2.31935  3.05080  0.29789  0.359
C  6.45268  -2.57183  -1.20205  -0.663
H  -3.74594  0.00878  5.64102  0.416
H  -0.11957  -5.97419  2.62905  0.260
C  -1.19801  0.33299  5.35681  -0.604
C  3.38508  2.70420  1.22805  -0.971
H  5.23201  0.76579  -2.59450  0.269
C  -0.54829  3.91484  3.03132  -0.532
H  -0.17422  -5.76799  -1.15307  0.374
C  -1.89860  -0.57807  3.16991  -0.281
H  -1.56804  3.08251  0.24460  -0.055
H  3.33342  4.04466  -1.27152  0.442
H  0.64921  1.71709  -6.51339  0.461
C  -2.72543  3.43834  3.90143  -0.792
C  -1.66121  4.31886  3.74376  -0.926
H  -1.70600  5.31690  4.15445  0.458
H  1.63774  -6.06942  2.70019  0.391
H  -1.43778  4.33874  -0.98906  0.505
H  -3.03636  2.52582  -2.21051  -0.561
C  4.49757  -2.47125  0.17054  -0.540
N  0.91436  -4.22038  2.11179  0.607
C  5.64139  -3.13817  -0.22489  -1.048
C  1.03320  3.13464  0.70373  -0.231
C  -1.45501  1.69826  2.79023  0.197
C  -2.34236  -2.99773  3.16823  -0.838
H  -2.14914  -0.17500  -4.02429  0.298
H  -1.66260  1.28695  5.61639  0.290
C  -2.74424  -1.61824  1.15445  -1.390
H  -0.69590  -1.16806  -4.65750  0.647
S  -1.15752  0.77041  -0.74951  -0.333
C  -0.21527  -3.27643  -1.23930  -1.392
H  -3.61414  0.22661  -1.51076  -0.160
N  -2.06732  -0.46298  4.50699  0.399
N  0.02060  -4.04076  -0.02914  0.546
C  -1.08883  0.09199  -2.34625  -0.018
H  0.27705  6.17620  0.14087  0.397
O  1.98684  -0.26926  -0.78781  -0.556
H  -4.74195  2.14117  -6.14569  0.428
H  -3.43376  1.45004  3.56459  0.587
H  -2.70020  2.19402  -4.65334  -0.255
C  2.69749  3.17342  -1.10428  -0.767
H  1.88590  5.44815  0.04227  0.405
C  -0.46310  2.63539  2.48248  -0.295
N  -2.43869  -1.66858  2.57283  0.282
H  -1.88093  -1.86075  0.53584  0.270
H  -1.27610  -3.26749  -1.50225  0.360
C  0.85735  5.36136  -0.29444  -1.288
N  -2.21931  0.03948  -3.04208  0.149

---

No. 2
Computed, not measured: 7 unconnected molecules or ions with the total composition C38H67N3O34PS7 at a distorted geometry, with ωB97M-V/def2-TZVPD.

The spin multiplicity is 1. As for the HOMO energy: -0.4235 hartree. The value obtained for the total energy is -199682.0707 eV. As for the total charge: +1.

Last column: Mulliken charge in e.
Positions of all 150 atoms, in Å:
C  2.92021  -6.36404  -2.56841  -0.426
H  -7.71676  1.03303  -7.25746  0.232
C  10.24335  9.70414  0.51425  0.029
O  2.38998  -4.34964  -1.48623  -0.203
H  -2.80001  2.18306  -1.40523  0.232
S  -10.03680  2.82511  -9.01842  1.075
H  -2.40928  -9.57268  6.67460  0.244
H  2.23357  4.48666  3.47699  0.430
C  2.46828  -1.31215  4.07709  0.402
C  -7.86324  3.13617  -7.83076  -0.174
C  0.05082  1.04985  3.63900  -0.069
H  -2.87703  -10.80152  7.87921  0.324
C  3.72817  -0.66568  3.28399  -0.559
O  -5.12985  -11.85829  4.45934  -0.542
H  -1.26730  -0.37538  2.52457  -0.030
H  1.60272  0.26721  -0.91552  -0.212
H  4.70060  -1.08226  3.75610  0.392
O  3.56679  3.06301  0.70108  -0.266
O  -9.44957  1.48216  -8.31538  -0.342
S  10.24956  12.10993  1.17841  1.089
C  -5.44825  -3.00070  1.02572  -0.306
C  -0.40245  1.27230  1.08932  0.134
H  0.24118  -1.80184  1.86924  -0.095
H  -1.04702  0.79853  -3.66440  0.638
O  7.86147  4.90248  1.31055  -0.299
O  -6.30163  2.09572  -4.76854  -0.593
H  3.66808  -0.88297  2.15713  0.083
C  -5.39047  -1.38820  0.77628  -0.353
C  -1.06708  0.75326  2.46233  -0.074
H  -6.83859  3.46274  -8.01766  0.215
H  -5.25351  -10.41685  7.46956  0.281
C  -3.60516  1.88780  0.63994  -0.470
H  1.67884  -1.00914  5.91274  0.371
C  3.09967  1.89602  -0.06186  0.066
C  -3.77363  1.06352  -4.22051  -0.054
O  -0.39665  2.81524  -2.00598  -0.257
O  -5.22916  0.75065  -6.58762  -0.614
C  0.26044  -0.28425  4.57401  -0.639
C  6.64393  4.99915  0.57154  -0.198
H  -2.45476  -0.32498  -5.38798  0.359
C  1.30528  1.21373  -1.52098  -0.263
C  -4.32066  -1.20482  -0.46081  -0.245
O  2.46270  -5.70915  0.58771  -0.420
P  -0.34960  -1.97773  -0.65803  -0.004
O  0.67006  -1.82467  -2.08583  -0.519
N  1.70185  -0.43147  5.03770  -0.389
S  -4.19906  -10.80292  4.72526  1.059
C  0.79653  -1.86828  0.85525  0.192
H  1.79234  1.05875  -2.57227  0.378
H  -0.29205  2.43084  1.20162  0.732
H  3.90800  1.58490  -0.84501  0.315
O  -2.47436  -4.84444  1.19498  -0.479
O  -3.05339  -7.24765  1.43634  -0.340
C  -4.59238  1.77293  1.52087  -0.813
N  0.20769  3.03848  -3.19954  -0.034
C  -2.83807  -1.28554  0.17319  -0.678
H  -0.23166  1.93986  4.30894  0.489
H  6.00816  6.46834  -0.91233  0.294
H  0.00418  -1.26327  4.01834  0.273
C  2.45292  3.70642  1.37832  0.836
O  -0.72559  -6.54675  1.67576  -0.187
H  -2.59757  -2.42353  0.29799  0.378
O  -3.43355  -10.15785  3.69162  -0.512
O  4.32124  4.22278  3.07328  -0.471
H  9.56487  8.93185  0.14857  0.033
H  1.58422  -1.98978  -1.71412  0.319
H  2.94777  5.75612  2.32373  0.250
O  -0.59449  3.61121  -3.89065  -0.336
N  -1.03417  0.67112  -2.63718  0.537
C  -1.82171  -0.37821  -2.27733  -2.167
H  -5.23645  1.75040  2.48690  0.384
O  -8.76613  3.79387  -8.71926  -0.348
H  1.09847  1.27075  3.19412  -0.357
C  -2.35066  2.13829  -0.32675  0.002
O  11.39209  12.81669  0.67781  -0.531
O  8.28497  7.03159  2.51420  -0.548
O  9.06426  12.77308  1.64292  -0.534
H  -2.00831  1.32293  2.80165  0.185
O  3.76673  -6.36729  -1.41866  -0.305
C  -0.29514  1.42709  -1.56281  0.413
H  1.64860  -4.78534  -3.37866  0.307
H  -4.13878  1.20768  -3.14005  0.201
O  9.80904  10.99373  0.08263  -0.335
H  10.91948  9.01599  2.47468  0.325
H  7.49064  5.57572  -1.34345  0.336
H  -1.81640  -1.95634  -3.84419  0.316
H  5.86311  5.35190  1.25192  0.134
H  -2.84193  1.76224  -4.33389  0.029
H  3.37931  -4.36527  -3.28389  0.314
H  4.31353  4.39862  4.04862  0.305
O  -3.17299  -11.30116  5.88200  -0.319
H  11.24459  9.52908  0.10982  0.283
C  -1.66930  -0.54006  -0.64965  2.596
S  -5.00838  1.75928  -5.47390  1.248
H  -4.58238  -8.76516  7.43294  0.313
H  3.64520  0.48270  3.43603  0.114
H  2.03066  -6.95684  -2.33446  0.306
C  -2.29702  -8.22327  2.15764  -0.229
H  6.36000  4.02651  0.16804  0.240
H  -1.36672  -6.88798  3.59515  0.315
H  3.43277  -6.80267  -3.42542  0.333
O  -4.95133  -9.65220  5.58993  -0.308
H  0.69901  0.88288  1.11168  -0.977
H  1.61938  -1.06669  0.79028  -0.360
H  -1.98508  -8.99865  1.45127  0.174
H  -1.91689  3.17183  0.00033  0.584
O  9.95237  6.15745  0.83736  -0.522
O  -10.10316  2.59916  -10.43398  -0.528
H  9.26323  9.67575  2.45181  0.324
C  2.56190  -4.90130  -2.79253  -0.359
C  -1.09666  -7.46504  2.70560  -0.409
O  -1.78492  -6.51164  -0.56702  -0.659
S  8.60610  6.34605  1.29438  1.135
H  -6.44142  -1.00226  0.52323  0.387
H  -3.41707  -1.95740  -2.92952  0.202
H  1.36074  -2.89338  0.89067  0.439
H  -4.67851  3.96307  -5.77470  0.371
C  -8.04981  1.64835  -8.09372  -0.218
H  -2.92876  -0.88529  1.26416  0.108
O  10.74700  11.08470  2.33737  -0.342
C  6.92377  6.02174  -0.52089  -0.319
H  -4.97952  -5.26293  1.84202  0.265
H  1.84223  4.43082  0.70800  0.195
O  -11.15546  3.28686  -8.24982  -0.524
C  10.27000  9.77375  2.03469  -0.324
H  -4.46176  -2.18451  -1.08262  0.422
O  2.21704  -2.54785  3.87745  -0.534
H  -4.12829  -1.04590  -5.10950  0.522
H  1.77032  2.88480  1.84272  -0.726
H  -8.14549  3.39376  -6.80554  0.308
C  -5.28373  -4.29370  1.28063  -0.322
H  -0.26323  -8.12823  2.94316  0.347
H  -4.54168  -0.25076  -1.07015  -0.078
C  -2.61437  -1.25479  -3.35204  -0.513
C  -3.15108  -10.33501  6.93222  -0.292
H  2.84276  1.03773  0.67767  -0.102
S  3.31784  -5.16239  -0.42637  0.989
C  -3.28857  -0.43492  -4.57487  -0.909
O  4.47264  -4.36675  -0.12699  -0.586
H  -5.01707  -0.94060  1.76484  0.186
H  -2.90218  -8.67546  2.94836  0.296
C  2.99475  4.63087  2.62540  -0.619
O  -4.36840  3.14400  -6.24460  -0.523
H  -7.52499  1.34017  -9.00322  0.300
O  1.92094  2.33755  -0.79128  -0.362
S  -2.03549  -6.15331  0.80076  1.171
O  7.74127  7.01775  0.09378  -0.315
H  -0.36519  -0.14039  5.53138  0.366
C  -4.55517  -9.74768  6.95878  -0.309
C  -1.19983  0.95477  -0.26901  0.407

---

no.,molecular weight (Da)
1,890.90
2,1365.38